{
  "formula": "C21H43CuO11S5",
  "method": "ωB97M-V with the def2-TZVPD basis set",
  "e_above_lowest_kcal_mol": 47.7,
  "orbital_gap_ev": 6.357,
  "total_charge": 0,
  "species": ["Cu", "C", "O", "H", "H", "H", "C", "C", "C", "S", "O", "O", "C", "H", "H", "H", "H", "H", "H", "H", "H", "C", "C", "C", "S", "O", "O", "C", "H", "H", "H", "H", "H", "H", "H", "H", "C", "C", "C", "S", "O", "O", "C", "H", "H", "H", "H", "H", "H", "H", "H", "C", "C", "C", "S", "O", "O", "C", "H", "H", "H", "H", "H", "H", "H", "H", "C", "C", "C", "S", "O", "O", "C", "H", "H", "H", "H", "H", "H", "H", "H"],
  "xyz": [[0.416, 0.858, 0.129], [1.635, 3.815, -0.903], [0.418, 3.137, -0.569], [2.152, 3.334, -1.733], [1.457, 4.826, -1.269], [2.266, 3.741, -0.018], [0.100, 4.439, 3.574], [-0.841, 3.617, 4.478], [-0.827, 2.170, 3.971], [1.037, 1.803, 3.557], [1.068, 0.904, 2.398], [1.769, 1.342, 4.772], [1.357, 3.582, 3.119], [0.411, 5.430, 3.904], [-0.452, 4.645, 2.657], [-1.864, 3.988, 4.423], [-0.527, 3.673, 5.520], [-1.249, 2.119, 2.968], [-1.379, 1.452, 4.578], [1.276, 3.615, 2.033], [2.365, 3.826, 3.453], [-5.431, -0.415, 0.677], [-4.631, -1.367, -0.157], [-3.220, -1.629, 0.298], [-2.812, -0.229, 1.447], [-1.681, 0.559, 0.966], [-2.815, -0.674, 2.843], [-4.451, 0.629, 1.048], [-5.807, -1.019, 1.503], [-6.232, -0.014, 0.055], [-4.584, -0.914, -1.147], [-5.121, -2.330, -0.303], [-2.508, -1.538, -0.522], [-3.069, -2.593, 0.784], [-4.252, 1.317, 0.226], [-4.645, 1.271, 1.908], [2.921, -2.737, -2.984], [2.581, -1.474, -3.756], [3.327, -0.262, -3.099], [3.565, -0.668, -1.221], [2.690, 0.182, -0.449], [4.988, -0.676, -0.911], [2.865, -2.372, -1.460], [3.927, -3.040, -3.273], [2.252, -3.574, -3.182], [1.498, -1.391, -3.668], [2.773, -1.682, -4.809], [2.777, 0.679, -3.119], [4.349, -0.113, -3.448], [1.812, -2.283, -1.193], [3.281, -3.162, -0.834], [-0.743, 1.604, -4.964], [-1.732, 0.526, -5.365], [-1.947, -0.302, -4.023], [-1.794, 0.847, -2.615], [-0.693, 0.271, -1.745], [-3.097, 1.177, -2.052], [-1.114, 2.198, -3.609], [-0.498, 2.286, -5.778], [0.176, 1.028, -4.851], [-1.285, -0.172, -6.072], [-2.581, 0.956, -5.898], [-1.219, -1.100, -3.870], [-2.963, -0.688, -4.103], [-0.423, 2.536, -2.837], [-1.874, 2.957, -3.795], [2.645, -3.412, 3.638], [2.774, -4.043, 2.189], [1.494, -3.980, 1.395], [0.381, -2.670, 2.143], [-0.784, -3.343, 2.677], [0.265, -1.560, 1.103], [1.623, -2.257, 3.555], [3.591, -3.011, 4.001], [2.285, -4.250, 4.235], [3.235, -5.027, 2.265], [3.426, -3.346, 1.663], [0.971, -4.920, 1.569], [1.568, -3.779, 0.326], [1.248, -1.888, 4.510], [2.130, -1.438, 3.045]],
  "lowdin_charge": [0.28, -0.32, -0.43, 0.03, 0.04, 0.04, -0.19, -0.23, -0.17, 0.78, -0.37, -0.37, -0.17, 0.11, 0.11, 0.11, 0.11, 0.07, 0.10, 0.07, 0.10, -0.23, -0.26, -0.19, 0.75, -0.35, -0.33, -0.20, 0.12, 0.13, 0.10, 0.12, 0.09, 0.10, 0.09, 0.10, -0.22, -0.22, -0.14, 0.73, -0.32, -0.33, -0.21, 0.11, 0.12, 0.09, 0.11, 0.08, 0.09, 0.08, 0.09, -0.23, -0.20, -0.20, 0.77, -0.36, -0.32, -0.19, 0.12, 0.10, 0.11, 0.11, 0.09, 0.09, 0.08, 0.11, -0.19, -0.22, -0.22, 0.80, -0.34, -0.37, -0.17, 0.12, 0.11, 0.11, 0.10, 0.10, 0.06, 0.11, 0.08]
}



{
  "formula": "C2H5IO2",
  "method": "ωB97M-V with the def2-TZVPD basis set",
  "e_above_lowest_kcal_mol": 108.2,
  "orbital_gap_ev": 8.895,
  "total_charge": 0,
  "species": ["C", "C", "O", "O", "I", "H", "H", "H", "H", "H"],
  "xyz": [[-1.197, -0.527, 0.044], [-0.753, 0.776, 0.397], [0.256, 1.330, 0.092], [1.669, -1.290, -0.568], [2.936, -0.036, -0.815], [-1.273, -0.608, -0.971], [-2.064, -0.846, 0.672], [-0.562, -1.417, 0.107], [-1.453, 1.489, 0.804], [2.441, 1.129, 0.237]],
  "lowdin_charge": [-0.06, -0.34, -0.04, -1.02, 1.27, 0.07, 0.10, 0.08, 0.11, -0.16]
}



{
  "formula": "C26H41N4O2SbSeV",
  "method": "ωB97M-V with the def2-TZVPD basis set",
  "e_above_lowest_kcal_mol": 0.0,
  "s2": 0.7676,
  "orbital_gap_ev": [5.875, 5.378],
  "total_charge": 0,
  "spin_multiplicity": 2,
  "species": ["V", "N", "C", "C", "N", "C", "C", "N", "C", "C", "N", "H", "H", "H", "H", "H", "H", "Se", "C", "C", "C", "C", "C", "C", "H", "H", "H", "H", "H", "C", "C", "C", "C", "Sb", "C", "C", "C", "C", "C", "C", "C", "C", "H", "H", "H", "H", "H", "H", "H", "H", "H", "H", "H", "H", "H", "H", "H", "H", "H", "H", "H", "H", "H", "H", "H", "H", "H", "H", "H", "C", "C", "O", "O", "H", "H", "H"],
  "xyz": [[0.282, 1.265, 0.145], [3.426, 3.742, -0.686], [4.176, 2.641, -1.047], [3.302, 1.604, -1.080], [2.030, 2.046, -0.756], [2.160, 3.334, -0.517], [1.012, 4.067, 0.029], [-0.022, 3.375, 0.424], [-0.948, 4.289, 0.885], [-0.436, 5.544, 0.760], [0.823, 5.385, 0.213], [3.783, 4.668, -0.526], [5.230, 2.703, -1.248], [3.494, 0.574, -1.319], [-1.917, 3.984, 1.244], [-0.841, 6.513, 0.992], [1.455, 6.128, -0.028], [-1.259, 1.485, -1.794], [-2.933, 2.127, -1.134], [-3.338, 1.978, 0.195], [-4.572, 2.463, 0.622], [-5.429, 3.103, -0.265], [-5.036, 3.251, -1.593], [-3.805, 2.771, -2.018], [-2.684, 1.477, 0.907], [-4.865, 2.330, 1.657], [-6.390, 3.474, 0.068], [-5.690, 3.745, -2.302], [-3.510, 2.896, -3.053], [-1.562, -2.337, 1.845], [-1.353, -2.556, 0.346], [-2.503, -1.879, -0.405], [-1.419, -4.058, 0.073], [0.472, -1.523, -0.235], [1.986, -2.517, 1.012], [2.003, -1.746, 2.337], [1.747, -3.996, 1.311], [3.364, -2.368, 0.369], [0.944, -2.241, -2.258], [2.222, -1.524, -2.701], [-0.153, -1.795, -3.230], [1.147, -3.749, -2.409], [-2.526, -2.787, 2.118], [-1.586, -1.287, 2.124], [-0.798, -2.832, 2.448], [-3.450, -2.221, 0.035], [-2.524, -2.147, -1.460], [-2.477, -0.792, -0.344], [-2.462, -4.375, 0.209], [-0.817, -4.641, 0.766], [-1.132, -4.336, -0.938], [1.037, -1.748, 2.846], [2.300, -0.705, 2.201], [2.730, -2.224, 3.009], [0.881, -4.142, 1.956], [2.617, -4.393, 1.852], [1.609, -4.609, 0.420], [3.567, -1.353, 0.016], [3.507, -3.057, -0.465], [4.131, -2.605, 1.118], [2.129, -0.442, -2.591], [2.377, -1.720, -3.771], [3.118, -1.853, -2.179], [-0.252, -0.712, -3.288], [-1.137, -2.190, -2.986], [0.113, -2.166, -4.230], [1.817, -4.177, -1.661], [1.595, -3.943, -3.393], [0.208, -4.298, -2.382], [0.058, 1.768, 4.027], [0.265, 1.317, 2.620], [1.366, 1.511, 2.019], [-0.696, 0.780, 1.982], [-0.090, 2.850, 4.013], [0.944, 1.561, 4.627], [-0.820, 1.293, 4.455]],
  "mulliken_spin": [0.96, 0.00, 0.00, 0.00, -0.02, 0.01, 0.02, -0.02, 0.01, 0.00, 0.00, 0.00, 0.00, 0.00, 0.00, 0.00, 0.00, 0.00, 0.01, 0.01, 0.00, 0.00, 0.00, 0.00, 0.01, 0.00, 0.00, 0.00, 0.00, 0.00, 0.00, 0.00, 0.00, -0.02, 0.00, 0.01, 0.00, 0.00, 0.00, -0.01, 0.01, 0.00, 0.00, 0.00, 0.00, 0.00, 0.00, 0.00, 0.00, 0.00, 0.00, 0.00, 0.00, 0.00, 0.00, 0.00, 0.00, 0.00, 0.00, 0.00, 0.01, 0.00, 0.00, -0.01, 0.00, 0.00, 0.00, 0.00, 0.00, 0.00, 0.02, -0.01, 0.00, 0.00, 0.00, 0.00]
}



{
  "formula": "C18H31BrF7N4O9PS3",
  "method": "ωB97M-V with the def2-TZVPD basis set",
  "orbital_gap_ev": 7.289,
  "total_charge": 0,
  "species": ["C", "C", "C", "O", "C", "F", "O", "C", "C", "C", "N", "C", "C", "O", "C", "C", "S", "N", "O", "C", "C", "C", "C", "N", "C", "P", "O", "Br", "H", "H", "H", "H", "H", "H", "H", "H", "H", "H", "H", "H", "H", "H", "H", "H", "H", "H", "H", "H", "H", "H", "H", "H", "H", "H", "H", "H", "H", "H", "H", "C", "F", "F", "F", "S", "O", "O", "N", "S", "O", "O", "C", "F", "F", "F"],
  "xyz": [[1.004, -2.905, 1.884], [0.334, -3.028, 0.494], [1.221, -2.391, -0.585], [1.465, -1.001, -0.385], [0.410, -0.157, -0.595], [0.970, 0.878, -1.301], [-0.603, -0.728, -1.287], [-1.852, -0.015, -1.327], [-2.798, -1.018, -2.044], [-2.602, -2.464, -1.649], [-1.829, -3.157, -2.328], [-1.721, 1.126, -2.386], [-0.822, 0.770, -3.597], [-1.058, 1.299, -4.619], [-2.401, 0.458, 0.082], [-3.461, -0.506, 0.664], [-3.446, 1.919, -0.388], [-1.318, 0.806, 1.131], [-1.624, -0.119, 2.203], [-1.485, 2.117, 1.840], [-2.709, 2.294, 2.753], [-2.459, 1.962, 4.254], [-3.573, 1.033, 4.796], [-2.995, -0.186, 5.426], [0.092, 0.401, 0.813], [1.532, 1.628, 1.078], [0.905, 3.062, 0.604], [1.815, 1.675, 3.354], [1.779, -2.146, 1.854], [1.432, -3.865, 2.138], [0.246, -2.629, 2.614], [0.221, -4.069, 0.204], [-0.660, -2.582, 0.454], [0.934, -2.671, -1.593], [2.188, -2.870, -0.447], [-3.837, -0.708, -1.986], [-2.567, -1.036, -3.104], [-3.096, -2.900, -0.778], [-1.798, -4.104, -1.951], [-2.661, 1.310, -2.879], [-1.268, 2.032, -1.977], [-0.011, 0.030, -3.561], [-3.095, -1.519, 0.786], [-3.920, -0.116, 1.560], [-4.304, -0.562, -0.009], [-4.515, 1.807, 0.427], [-1.045, 0.125, 2.950], [-1.382, 2.966, 1.181], [-0.666, 2.243, 2.543], [-2.863, 3.372, 2.752], [-3.647, 1.899, 2.392], [-1.477, 1.524, 4.423], [-2.549, 2.869, 4.836], [-4.193, 1.562, 5.511], [-4.246, 0.702, 3.997], [-2.382, -0.584, 4.719], [-3.758, -0.856, 5.480], [0.421, -0.389, 1.472], [1.653, 3.682, 0.655], [3.098, -0.215, -4.049], [2.016, 0.261, -4.682], [2.665, -0.839, -2.932], [3.645, -1.158, -4.833], [4.275, 1.131, -3.639], [3.517, 2.004, -2.782], [4.663, 1.677, -4.904], [5.339, 0.212, -2.915], [6.620, 0.938, -2.318], [6.384, 1.766, -1.169], [7.552, 1.448, -3.278], [7.418, -0.572, -1.646], [7.675, -1.467, -2.614], [6.632, -1.184, -0.737], [8.576, -0.274, -1.046]],
  "lowdin_charge": [-0.07, -0.20, -0.17, -0.02, -0.61, 0.07, 0.04, -0.38, -0.09, -0.24, 0.15, -0.13, -0.24, 0.12, -0.47, -0.08, 0.96, -0.11, -0.01, -0.18, -0.17, -0.15, -0.26, 0.00, -0.23, 0.73, -0.32, 0.29, 0.07, 0.08, 0.06, 0.11, 0.08, 0.12, 0.14, 0.12, 0.13, 0.11, 0.07, 0.10, 0.12, 0.12, 0.08, 0.07, 0.08, -0.08, 0.11, 0.11, 0.05, 0.12, 0.06, 0.09, 0.11, 0.11, 0.09, 0.04, 0.07, 0.09, 0.08, -0.65, 0.12, 0.10, 0.13, 0.56, -0.31, -0.27, -0.30, 0.57, -0.30, -0.28, -0.67, 0.12, 0.11, 0.13]
}



| no. | DFT total energy (eV) |
| --- | --- |
| 1 | -143806.8667 |
| 2 | -14346.0255 |
| 3 | -135255.5202 |
| 4 | -174408.9387 |